[1]
{
  "formula": "C4H8N",
  "method": "ωB97M-V/def2-TZVPD",
  "symbols": ["C", "C", "C", "C", "N", "H", "H", "H", "H", "H", "H", "H", "H"],
  "xyz": [[-0.0781, -0.7859, 1.2636], [-0.2946, -0.3689, -0.1345], [-0.6730, -1.2215, -1.1745], [0.7833, 1.8525, 0.0681], [0.0637, 0.9484, -0.5458], [-0.8653, -0.1703, 1.7562], [0.9472, -0.5632, 1.5772], [-0.2954, -1.8287, 1.4767], [-0.5283, -1.0991, -2.2507], [-1.1250, -2.1967, -0.9952], [1.1402, 2.6201, -0.6181], [0.9933, 1.6884, 1.1209], [-0.0680, 1.1249, -1.5438]],
  "forces_ev_per_angstrom": [[-0.68, 0.45, -0.74], [0.87, 0.10, 0.27], [-0.62, -1.15, -0.67], [-0.68, -1.28, -0.52], [0.65, -0.10, -0.46], [0.46, -0.05, 0.66], [-0.22, 0.27, 0.34], [-0.07, -0.08, -0.30], [0.15, 0.72, 0.15], [0.04, 0.09, 0.56], [0.08, 0.51, 0.73], [0.28, 0.54, 0.02], [-0.25, 0.00, -0.04]],
  "mulliken_spin": [0.04, 0.38, 0.38, 0.09, -0.02, 0.06, 0.01, 0.00, 0.03, 0.03, 0.00, 0.01, -0.01],
  "energy_ev": -5744.897,
  "homo_lumo_gap_ev": [9.9, 9.4],
  "total_charge": 2,
  "multiplicity": 2,
  "e_above_lowest_kj_mol": 45.5,
  "s_squared": 0.755
}



[2]
{
  "formula": "H4N2",
  "method": "ωB97M-V/def2-TZVPD",
  "symbols": ["N", "N", "H", "H", "H", "H"],
  "xyz": [[-1.7665, -0.3726, -0.2485], [2.1338, 0.4414, 0.1532], [-1.3205, -0.9777, 0.3800], [-2.6866, -0.7688, -0.3144], [2.7740, 0.8652, -0.5890], [1.3419, -0.2545, -0.0081]],
  "forces_ev_per_angstrom": [[-0.16, 1.46, -1.23], [0.15, 0.17, 0.61], [1.08, -1.26, 1.41], [-0.90, -0.23, -0.16], [-1.87, -1.50, 0.45], [1.72, 1.35, -1.08]],
  "mulliken_spin": [1.02, 1.03, -0.01, -0.01, -0.02, -0.02],
  "energy_ev": -3040.331,
  "homo_lumo_gap_ev": [11.9, 9.1],
  "total_charge": 0,
  "multiplicity": 3,
  "e_above_lowest_kj_mol": 24.5,
  "s_squared": 2.007
}



[3]
{
  "formula": "C41H50F2N2P",
  "method": "ωB97M-V/def2-TZVPD",
  "symbols": ["C", "C", "C", "C", "C", "C", "C", "C", "C", "C", "C", "C", "N", "P", "H", "N", "C", "C", "C", "C", "C", "C", "C", "C", "C", "C", "C", "C", "C", "C", "H", "H", "H", "H", "H", "H", "H", "H", "H", "H", "H", "H", "H", "H", "H", "H", "H", "H", "H", "H", "H", "H", "H", "H", "H", "H", "H", "H", "H", "H", "H", "H", "H", "H", "H", "H", "C", "C", "C", "F", "C", "C", "C", "C", "C", "C", "F", "C", "C", "C", "C", "C", "C", "H", "H", "H", "H", "H", "H", "H", "H", "H", "H", "H", "H", "H"],
  "xyz": [[-3.7921, -0.4499, 1.6486], [-3.1347, -0.2512, 0.2822], [-3.4343, 1.1313, -0.3016], [-3.5345, -1.3488, -0.6762], [-4.8607, -1.5130, -1.0308], [-5.2440, -2.5270, -1.8826], [-4.2992, -3.3849, -2.4052], [-2.9579, -3.2382, -2.1029], [-1.9352, -4.2336, -2.6043], [-2.1835, -4.6745, -4.0496], [-1.8365, -5.4294, -1.6561], [-2.5588, -2.2174, -1.2121], [-1.1900, -2.1083, -0.8038], [0.0683, -1.6361, -1.9224], [0.0723, -0.4071, -1.2514], [1.3219, -2.1189, -0.8027], [2.6895, -2.2389, -1.2097], [3.6727, -1.3797, -0.6710], [3.2800, -0.2792, 0.2866], [3.5868, 1.0998, -0.3007], [3.9379, -0.4769, 1.6531], [4.9974, -1.5522, -1.0278], [5.3728, -2.5674, -1.8806], [4.4213, -3.4164, -2.4051], [3.0817, -3.2607, -2.1030], [2.0513, -4.2481, -2.6041], [1.9449, -5.4441, -1.6574], [2.2947, -4.6890, -4.0500], [0.7424, -2.6127, 0.3849], [-0.6159, -2.6070, 0.3841], [-3.5591, -1.4343, 2.0579], [-3.4597, 0.3041, 2.3630], [-4.8775, -0.3765, 1.5722], [-2.0423, -0.3276, 0.4176], [-2.9399, 1.2708, -1.2653], [-4.5053, 1.2620, -0.4619], [-3.1028, 1.9269, 0.3675], [-5.6060, -0.8486, -0.6269], [-6.2861, -2.6599, -2.1268], [-4.6161, -4.1940, -3.0397], [-0.9676, -3.7093, -2.5884], [-2.3145, -3.8140, -4.7073], [-1.3515, -5.2682, -4.4327], [-3.0795, -5.2907, -4.1252], [-1.5548, -5.1166, -0.6486], [-2.7964, -5.9419, -1.5829], [-1.1016, -6.1574, -2.0022], [2.1874, -0.3484, 0.4236], [3.0896, 1.2421, -1.2625], [3.2629, 1.8968, 0.3697], [4.6579, 1.2237, -0.4647], [3.6992, -1.4586, 2.0660], [5.0237, -0.4099, 1.5752], [3.6105, 0.2816, 2.3653], [5.7480, -0.8946, -0.6211], [6.4144, -2.7073, -2.1252], [4.7331, -4.2271, -3.0413], [1.0878, -3.7170, -2.5856], [1.6658, -5.1316, -0.6490], [1.2052, -6.1669, -2.0040], [2.9011, -5.9631, -1.5856], [2.4310, -3.8284, -4.7064], [3.1864, -5.3112, -4.1261], [1.4579, -5.2765, -4.4325], [1.3521, -3.0317, 1.1711], [-1.2307, -3.0210, 1.1692], [5.0008, 4.8956, 4.0132], [3.7176, 4.9705, 3.2692], [2.5697, 5.4428, 3.9145], [2.6394, 5.8222, 5.2124], [1.3601, 5.4728, 3.2523], [1.2220, 4.9770, 1.9416], [-0.0012, 4.8825, 1.2263], [-1.3472, 5.0611, 1.6421], [-1.7717, 5.2064, 2.9771], [-3.0903, 5.4538, 3.2950], [-3.4414, 5.6977, 4.5805], [-4.0628, 5.5072, 2.2925], [-5.4723, 5.8070, 2.6500], [-3.6689, 5.3017, 0.9748], [-2.3538, 5.0791, 0.6550], [2.4042, 4.5583, 1.2971], [3.6123, 4.5536, 1.9492], [5.8252, 4.6031, 3.3609], [5.2512, 5.8587, 4.4591], [4.9327, 4.1603, 4.8158], [0.5364, 5.9540, 3.7408], [0.1115, 4.6260, 0.1847], [-1.0841, 5.0572, 3.7855], [-6.1373, 5.6924, 1.7927], [-5.8236, 5.1385, 3.4371], [-5.5653, 6.8317, 3.0127], [-4.4110, 5.3330, 0.1974], [-2.0794, 4.9206, -0.3746], [2.3528, 4.2285, 0.2738], [4.4941, 4.2106, 1.4371]],
  "forces_ev_per_angstrom": [[-0.04, 0.02, -0.03], [0.56, 0.05, 0.14], [-0.08, -0.04, -0.07], [0.94, -0.06, -0.06], [-0.03, -0.07, -0.06], [-0.21, 0.02, 0.01], [0.03, 0.07, -0.09], [0.52, 0.00, 0.46], [0.39, 0.15, -0.27], [-0.07, 0.04, 0.09], [-0.05, -0.03, 0.11], [-0.52, -0.46, 0.27], [0.11, -0.85, -0.69], [0.00, 0.90, 1.54], [0.01, 1.56, -0.66], [-0.12, -0.84, -0.68], [0.55, -0.46, 0.27], [-0.96, -0.05, -0.08], [-0.56, 0.06, 0.16], [0.09, -0.04, -0.09], [0.04, 0.01, -0.04], [0.04, -0.06, -0.01], [0.24, 0.02, -0.01], [0.00, 0.03, -0.12], [-0.56, 0.01, 0.48], [-0.38, 0.15, -0.26], [0.05, -0.03, 0.11], [0.07, 0.04, 0.09], [-0.97, 0.09, -0.05], [0.96, 0.09, -0.05], [0.02, 0.03, -0.02], [0.05, 0.05, 0.02], [-0.06, 0.00, 0.00], [-0.37, 0.07, -0.02], [0.01, -0.05, 0.01], [-0.07, 0.02, -0.01], [0.05, 0.02, 0.13], [-0.16, 0.14, 0.11], [-0.14, -0.01, -0.05], [-0.04, -0.14, -0.19], [-0.28, -0.39, -0.10], [0.01, 0.01, 0.01], [0.02, 0.01, 0.10], [-0.03, -0.05, -0.03], [0.03, 0.02, -0.03], [-0.09, -0.01, -0.03], [0.02, 0.05, -0.05], [0.37, 0.07, -0.02], [-0.01, -0.05, 0.02], [-0.06, 0.00, 0.14], [0.08, 0.01, -0.02], [-0.01, 0.04, -0.01], [0.07, -0.01, 0.00], [-0.06, 0.05, 0.02], [0.15, 0.13, 0.09], [0.12, -0.01, -0.05], [0.03, -0.12, -0.17], [0.26, -0.39, -0.10], [-0.03, 0.03, -0.04], [-0.03, 0.05, -0.06], [0.10, -0.01, -0.03], [-0.01, 0.01, 0.00], [0.03, -0.05, -0.03], [-0.02, 0.01, 0.10], [0.09, 0.11, -0.04], [-0.08, 0.11, -0.04], [0.48, 0.06, -0.12], [0.25, -0.05, 0.60], [-0.71, -0.25, -0.22], [0.01, -0.08, -1.00], [0.16, 0.41, 0.85], [0.02, 0.14, -0.15], [-0.07, 0.15, 0.68], [0.00, -0.18, -0.04], [-0.31, 0.01, 0.87], [0.71, 0.17, -0.11], [0.21, -0.39, -0.92], [-0.36, 0.27, 0.34], [-0.45, -0.15, -0.14], [0.23, -0.03, 0.05], [0.20, -0.06, -0.33], [-0.11, -0.07, -0.28], [-0.25, 0.02, -0.14], [-0.14, 0.01, 0.02], [-0.06, -0.03, 0.11], [-0.06, 0.05, 0.09], [-0.14, 0.03, 0.25], [0.03, -0.07, -0.28], [0.08, 0.07, 0.26], [0.13, 0.02, 0.03], [0.04, 0.09, 0.09], [0.04, -0.01, 0.11], [-0.17, -0.02, -0.14], [0.07, 0.02, -0.21], [-0.02, -0.15, -0.21], [0.18, -0.07, -0.08]],
  "mulliken_charge": [-1.55, 1.21, -1.56, 0.67, -0.41, -1.55, -0.85, 0.90, 2.46, -1.75, -1.24, -1.54, 1.47, -0.46, -0.11, 1.47, -1.50, 0.44, 1.14, -1.30, -1.61, -0.09, -1.58, -0.86, 0.99, 2.43, -1.25, -1.75, -0.60, -0.54, 0.35, 0.42, 0.32, 0.05, 0.40, 0.32, 0.41, 0.44, 0.39, 0.30, -1.32, 0.42, 0.35, 0.40, 0.25, 0.34, 0.35, 0.04, 0.45, 0.15, 0.30, 0.33, 0.33, 0.44, 0.38, 0.37, 0.30, -1.29, 0.25, 0.34, 0.35, 0.42, 0.40, 0.34, 0.42, 0.41, -1.51, 0.98, 0.15, -0.30, -0.88, 0.75, -0.05, 0.68, -0.78, 0.05, -0.31, 0.99, -1.50, -0.71, -0.77, -0.78, -0.60, 0.39, 0.35, 0.34, 0.71, 0.37, 0.69, 0.39, 0.35, 0.34, 0.41, 0.42, 0.46, 0.37],
  "energy_ev": -61025.536,
  "homo_lumo_gap_ev": 2.5,
  "total_charge": 1,
  "multiplicity": 1
}



[4]
{
  "formula": "C15H30CdF6O15P",
  "method": "ωB97M-V/def2-TZVPD",
  "symbols": ["Cd", "P", "F", "F", "F", "F", "F", "F", "C", "O", "C", "O", "O", "C", "H", "H", "H", "H", "H", "H", "C", "O", "C", "O", "O", "C", "H", "H", "H", "H", "H", "H", "C", "O", "C", "O", "O", "C", "H", "H", "H", "H", "H", "H", "C", "O", "C", "O", "O", "C", "H", "H", "H", "H", "H", "H", "C", "O", "C", "O", "O", "C", "H", "H", "H", "H", "H", "H"],
  "xyz": [[-0.0769, 0.2692, 0.2134], [-2.1313, 1.3554, 2.8281], [-2.1826, -0.1852, 2.3036], [-3.0765, 1.0175, 4.0424], [-0.8149, 0.9527, 3.6674], [-1.9595, 2.8635, 3.2620], [-1.1484, 1.6715, 1.5072], [-3.3843, 1.7181, 1.9026], [-4.4754, -0.8625, 0.2360], [-3.8585, -1.5922, -0.8622], [-2.5871, -1.4175, -1.0746], [-1.8982, -0.5967, -0.4909], [-2.0832, -2.2023, -1.9986], [-2.9363, -3.0695, -2.7356], [-4.4345, 0.2026, 0.0417], [-3.9579, -1.1090, 1.1586], [-5.4925, -1.2269, 0.3149], [-3.6242, -2.5163, -3.3692], [-3.5084, -3.7203, -2.0736], [-2.2868, -3.7052, -3.3290], [-3.0963, 2.6486, -1.4287], [-2.0031, 3.4804, -1.7746], [-0.7918, 2.9945, -1.6811], [-0.5119, 1.8806, -1.2961], [0.0821, 3.9023, -2.0644], [1.4209, 3.4717, -2.2654], [-3.4100, 2.7724, -0.3949], [-2.8685, 1.5957, -1.6110], [-3.9232, 2.8974, -2.0915], [2.0645, 4.3436, -2.1720], [1.5264, 3.0090, -3.2446], [1.7708, 2.7782, -1.4981], [-0.0019, -2.4953, 3.6419], [-0.2263, -3.3316, 2.4970], [0.0438, -2.8033, 1.3308], [0.3867, -1.6449, 1.1857], [-0.1274, -3.6097, 0.3020], [-0.4770, -4.9771, 0.4966], [-0.1065, -3.1258, 4.5152], [-0.7168, -1.6732, 3.6805], [0.9921, -2.0513, 3.5927], [-0.0818, -5.5236, -0.3589], [-1.5611, -5.0773, 0.5028], [-0.0524, -5.4265, 1.3863], [4.2110, 3.1434, 0.7346], [3.1287, 2.2168, 0.5821], [2.4495, 1.7976, 1.6353], [1.5516, 0.9862, 1.5247], [2.8787, 2.2867, 2.7589], [2.0755, 2.0549, 3.9412], [5.0690, 2.6693, 1.2068], [3.9244, 3.9951, 1.3482], [4.4484, 3.4699, -0.2713], [2.1332, 1.0052, 4.2035], [1.0549, 2.3892, 3.7840], [2.4952, 2.6963, 4.7100], [3.8662, 0.5877, -3.5381], [3.0417, 0.6373, -2.3808], [2.3436, -0.4025, -1.9964], [1.4724, -0.3144, -1.1541], [2.6850, -1.5243, -2.5871], [1.7805, -2.6304, -2.4386], [4.5580, 1.4217, -3.4873], [3.2602, 0.7300, -4.4374], [4.4057, -0.3486, -3.6358], [2.0560, -3.1881, -1.5493], [1.9504, -3.2605, -3.3095], [0.7465, -2.3002, -2.4384]],
  "forces_ev_per_angstrom": [[0.08, 0.34, 0.37], [-0.11, -0.24, 0.50], [-0.08, -0.32, -0.17], [-0.19, -0.15, 0.33], [0.24, -0.02, 0.06], [0.05, 0.49, 0.05], [0.04, 0.56, -0.07], [-0.25, 0.02, -0.35], [0.18, -0.20, 0.27], [-0.60, -0.20, 0.04], [0.06, 0.30, 0.20], [-0.88, -0.55, -0.41], [0.58, 0.26, -0.08], [-0.46, -0.80, -0.06], [0.01, 0.06, 0.05], [0.14, 0.21, -0.05], [-0.07, 0.02, -0.32], [0.06, 0.11, -0.02], [0.00, 0.16, 0.06], [0.10, 0.19, -0.11], [-0.82, -0.95, -0.15], [0.19, 0.52, -0.17], [-0.13, 0.48, 0.12], [0.20, -0.38, -0.23], [-0.26, 0.19, -0.11], [0.86, -0.22, 0.48], [0.27, 0.16, 0.08], [0.21, 0.14, 0.15], [0.12, 0.32, 0.04], [-0.26, 0.19, -0.31], [-0.04, 0.06, -0.05], [-0.38, -0.10, -0.08], [0.11, 0.74, 0.37], [0.04, -0.50, -0.07], [-0.48, 0.36, 0.29], [0.26, -0.67, 0.11], [0.39, 0.34, -0.08], [-0.24, -0.79, -0.30], [0.00, -0.16, -0.05], [-0.10, -0.16, -0.16], [0.02, -0.19, 0.01], [-0.05, 0.19, -0.06], [0.00, 0.02, 0.13], [0.04, 0.27, 0.22], [0.12, 0.29, 0.29], [-0.25, -0.20, -0.26], [0.35, -0.23, -0.28], [0.13, 0.25, 0.33], [0.11, 0.54, 0.49], [-0.05, 0.31, 0.16], [-0.01, -0.14, -0.11], [-0.13, 0.00, -0.08], [0.07, -0.03, -0.03], [-0.15, -0.03, 0.09], [-0.09, -0.30, -0.24], [0.29, -0.19, -0.02], [0.25, -0.05, -0.96], [-0.09, 0.43, 0.48], [-0.10, -0.10, 0.11], [0.82, -0.29, -0.87], [-0.13, 0.05, -0.44], [0.23, -0.49, -0.26], [0.02, -0.01, 0.28], [-0.09, -0.09, 0.16], [0.06, 0.00, 0.19], [-0.26, 0.06, 0.18], [0.07, 0.07, 0.02], [-0.01, 0.07, 0.27]],
  "mulliken_charge": [4.79, 1.28, -0.42, -0.38, -0.31, -0.38, -0.69, -0.40, -0.50, -0.43, 0.21, -0.08, -0.14, -0.83, 0.18, 0.20, 0.29, 0.32, 0.34, 0.24, -0.35, -0.39, 0.64, -0.66, -0.40, -0.27, 0.24, -0.06, 0.40, 0.33, 0.29, -0.15, -0.55, -0.40, 0.47, -0.27, -0.14, -0.88, 0.29, 0.12, 0.29, 0.25, 0.30, 0.39, -0.82, -0.19, 0.36, -0.46, -0.41, -0.56, 0.31, 0.37, 0.26, 0.25, 0.23, 0.29, -0.86, -0.27, -0.10, -0.98, -0.41, -0.53, 0.26, 0.32, 0.38, 0.27, 0.34, 0.15],
  "energy_ev": -76914.244,
  "homo_lumo_gap_ev": 11.9,
  "total_charge": 1,
  "multiplicity": 1,
  "e_above_lowest_kj_mol": 0.0
}